# 1
A single C2H3N3OS molecule in a non-equilibrium geometry. Source: the OMol25 dataset; level of theory: ωB97M-V/def2-TZVPD.

Last column: Mulliken charge in e.
Element x y z (Å)
1 C -0.1112 1.0984 -0.0453  0.065
2 C 1.7525 -0.0101 0.0491  0.288
3 H -1.8162 -0.7017 1.0436  0.195
4 H -2.2770 -1.1201 -0.5832  0.257
5 H -0.9037 1.8274 -0.1990  0.385
6 N -1.4848 -0.8013 0.0876  -0.509
7 N -0.4467 -0.2528 -0.3142  0.310
8 N 1.1451 1.2601 0.0391  -0.423
9 O 0.8187 -0.9277 -0.0349  -0.212
10 S 3.3234 -0.3722 -0.0428  -0.356

- SMILES = Nn1cnc(=S)o1
- ΔE to the lowest compared entry with this formula, charge and spin (kcal/mol) = 65.5
- LUMO energy (eV) = -0.151

# 2
2 unconnected molecules or ions with the total composition C2H2F3I in a non-equilibrium geometry. Source: the OMol25 dataset; level of theory: ωB97M-V/def2-TZVPD.

Last column: Mulliken charge in e.
Element x y z (Å)
1 C 1.3367 -0.3607 -0.3314  -0.401
2 C -1.1506 0.3743 0.3424  0.228
3 F 1.4959 -1.5838 -0.7604  -0.215
4 F -0.8441 1.1286 1.3915  -0.182
5 F -1.2475 1.1693 -0.7153  -0.167
6 I -2.6994 -0.9695 0.5985  0.108
7 H 1.7468 -0.2551 0.5848  0.363
8 H 1.3623 0.4969 -1.1101  0.267

- multiplicity = 3
- ΔE to the lowest compared entry with this formula, charge and spin (kcal/mol) = 0.0
- LUMO energy (spin up / spin down) (eV) = 0.412 / -1.227

# 3
A molecular structure, C15H28B3ClF6N2O9PS2 in a non-equilibrium geometry. Source: the OMol25 dataset; level of theory: ωB97M-V/def2-TZVPD.

Last column: Mulliken charge in e.
Element x y z (Å)
1 C 4.5257 -0.2755 0.2117  -0.739
2 C 4.1868 -0.9178 -1.2041  0.593
3 O 5.1241 -1.0556 -2.0370  -0.562
4 O 2.8979 -1.3290 -1.6423  -0.224
5 C 2.2743 -2.2583 -0.7190  0.332
6 C 2.6610 -3.7947 -0.9569  -0.815
7 C 2.2814 -4.3089 -2.4532  -0.569
8 C 0.9688 -5.2423 -2.4177  -0.734
9 C -0.2946 -4.4656 -3.0540  -0.301
10 C -1.6138 -4.4775 -2.1419  -0.917
11 C -2.0062 -3.0463 -1.5240  -0.137
12 C -2.0938 -1.9232 -2.6675  -0.270
13 B -2.7946 -0.5429 -2.2070  0.278
14 O -3.5146 -0.3196 -0.9773  -0.316
15 B -2.9235 0.8308 -0.3384  0.250
16 C -3.0735 0.9532 1.2745  -0.338
17 C -3.1029 -0.4566 2.0429  -0.392
18 C -1.6805 -0.8721 2.6952  -0.627
19 Cl -0.2329 -0.3969 1.6705  -0.139
20 O -2.2280 1.9089 -1.0231  -0.354
21 B -1.7529 1.4774 -2.3084  0.742
22 P -0.0375 1.8531 -3.0868  0.182
23 N 0.0091 1.3043 -4.6216  -0.732
24 O -2.6567 0.6295 -3.0799  -0.358
25 H 3.7327 -0.4920 1.0219  0.202
26 H 5.5047 -0.7438 0.5747  0.269
27 H 4.6137 0.8712 0.1858  0.287
28 H 1.1386 -2.1800 -0.9006  -0.342
29 H 2.4343 -2.0112 0.3834  0.213
30 H 3.7424 -4.0595 -0.7048  0.286
31 H 2.0103 -4.4040 -0.2247  0.401
32 H 2.1877 -3.4129 -3.1655  0.313
33 H 3.1815 -4.9124 -2.8472  0.361
34 H 0.7262 -5.6665 -1.3853  0.413
35 H 1.2044 -6.1533 -3.0883  0.303
36 H 0.0612 -3.4339 -3.3761  0.158
37 H -0.5517 -5.0276 -4.0304  0.319
38 H -2.4874 -4.7865 -2.8301  0.292
39 H -1.4757 -5.2173 -1.2747  0.347
40 H -1.2838 -2.7771 -0.6673  0.068
41 H -3.0408 -3.1864 -1.0314  0.333
42 H -1.0003 -1.6500 -2.9324  -0.084
43 H -2.5343 -2.3349 -3.6528  0.307
44 H -4.0938 1.4643 1.4679  0.251
45 H -2.2966 1.6669 1.7313  -0.052
46 H -3.5229 -1.3227 1.4264  0.192
47 H -3.8197 -0.3174 2.9382  0.331
48 H -1.5801 -0.4667 3.7588  0.409
49 H -1.6615 -2.0213 2.7720  0.297
50 H 0.9376 1.0957 -2.3568  0.013
51 H 0.2769 3.2683 -3.1137  0.069
52 H 0.7527 0.5795 -4.6831  0.227
53 C 0.5204 8.1515 4.0913  0.645
54 F 0.4493 9.2374 4.8862  -0.220
55 F -0.1796 8.4468 2.9726  -0.239
56 F 1.8111 8.0424 3.7027  -0.239
57 S -0.0871 6.6337 4.9068  0.983
58 O -1.4737 6.9224 5.2245  -0.643
59 O 0.7821 6.4663 6.0567  -0.644
60 N 0.1642 5.6533 3.6854  -0.248
61 S -0.2388 4.1508 3.9892  0.945
62 O -1.6592 3.8769 4.1171  -0.646
63 O 0.6096 3.4330 4.9228  -0.658
64 C 0.2089 3.4739 2.3528  0.550
65 F 1.5159 3.6610 2.0586  -0.275
66 F -0.4819 4.0591 1.3479  -0.260
67 F -0.0207 2.1484 2.2550  -0.087

- charge = -1
- LUMO energy (eV) = 1.581

# 4
A molecular structure, C20H43BN3O14P3S in a non-equilibrium geometry. Source: the OMol25 dataset; level of theory: ωB97M-V/def2-TZVPD.

Last column: Mulliken charge in e.
Element x y z (Å)
1 C 0.9461 0.9757 -3.1253  -0.542
2 C -0.2582 0.0890 -2.6021  -0.243
3 O -0.1745 -1.2888 -2.9969  -0.442
4 C 0.0026 -2.1635 -1.8642  -0.756
5 C 1.3802 -1.7704 -1.1947  0.625
6 C 1.3488 -1.2242 0.1393  -0.825
7 C 2.6656 -0.7935 0.7889  -0.326
8 N 2.5903 -0.2564 2.1352  -0.481
9 C 3.8991 -0.9391 0.0334  0.092
10 B 5.3018 -0.4547 0.6633  0.269
11 O 5.5673 -0.7015 2.0499  -0.660
12 C 6.3435 0.3220 -0.3044  -0.337
13 C 7.5917 -0.6720 -0.5500  -0.957
14 C 3.9148 -1.5308 -1.3480  0.755
15 N 4.9633 -1.7840 -2.2184  -0.387
16 S 4.3113 -2.4282 -3.6155  0.048
17 N 2.6294 -2.4994 -3.2983  -0.755
18 C 2.6188 -1.9714 -2.0257  0.299
19 H 1.9533 0.5277 -2.9141  0.025
20 H 0.9305 1.9880 -2.6145  0.417
21 H 0.8813 1.1742 -4.2323  0.042
22 H -0.4277 0.2466 -1.4992  0.148
23 H -1.1821 0.5070 -3.1133  0.427
24 H -0.8514 -2.0653 -1.1375  0.351
25 H 0.0124 -3.2287 -2.2290  0.364
26 H 0.3549 -1.1167 0.6494  0.304
27 H 1.6216 0.0869 2.2136  0.302
28 H 2.6139 -1.0308 2.8188  0.380
29 H 5.1110 0.0436 2.5010  0.329
30 H 5.8450 0.5673 -1.2881  0.230
31 H 6.6774 1.2972 0.1530  0.411
32 H 7.4206 -1.5748 0.1119  0.256
33 H 7.6110 -1.0725 -1.5995  0.271
34 H 8.5770 -0.1727 -0.3326  0.269
35 C 2.0373 -1.4290 -5.6568  0.133
36 O 1.9396 -0.0456 -5.9767  -0.209
37 P 1.8191 0.4119 -7.6152  1.046
38 O 0.4125 -0.1309 -7.7496  -0.621
39 O 2.9444 -0.7098 -8.0558  -0.346
40 C 4.3155 -0.3625 -7.8897  -0.776
41 O 1.8677 1.0828 -9.1829  -0.490
42 C 1.2948 0.3316 -10.2433  -0.554
43 H 1.5444 -1.5903 -4.7039  0.198
44 H 1.5585 -2.0575 -6.4104  0.359
45 H 3.0825 -1.7064 -5.5531  -0.266
46 H 4.8551 -1.2456 -7.5430  0.238
47 H 4.4420 0.4361 -7.1537  0.353
48 H 4.7293 -0.0463 -8.8486  0.277
49 H 0.2148 0.4801 -10.2632  0.224
50 H 1.5275 -0.7304 -10.1547  0.286
51 H 1.7118 0.7060 -11.1800  0.249
52 C -2.4295 -1.7455 3.6673  -0.570
53 O -1.4254 -0.7575 3.4800  -0.348
54 P -0.3579 -0.4121 4.7689  1.378
55 O 0.3165 -1.7620 4.5927  -0.628
56 O -1.5859 -0.4916 5.8596  -0.323
57 C -2.3703 0.6855 6.0535  -0.868
58 O 0.7237 0.0518 6.0085  -0.556
59 C 1.0971 -0.9279 6.9685  -0.574
60 H -2.5987 -2.2361 2.7065  0.257
61 H -2.1337 -2.4973 4.3997  0.316
62 H -3.3608 -1.2681 3.9804  0.167
63 H -3.4130 0.3887 6.1782  0.268
64 H -2.2984 1.3600 5.1962  0.377
65 H -2.0359 1.1998 6.9558  0.327
66 H 1.8964 -1.5534 6.5708  0.234
67 H 0.2472 -1.5447 7.2639  0.292
68 H 1.4745 -0.4043 7.8486  0.242
69 C -8.7914 0.4641 4.1802  -0.581
70 O -7.5568 0.6347 3.5003  -0.442
71 P -6.5154 1.8981 3.9854  1.262
72 O -6.2139 1.1716 5.2851  -0.585
73 O -7.7986 2.9182 4.1568  -0.302
74 C -8.2552 3.6017 2.9917  -0.800
75 O -5.4565 3.1835 4.3811  -0.469
76 C -5.4471 3.6503 5.7230  -0.500
77 H -9.0240 -0.6026 4.1866  0.261
78 H -8.7459 0.8214 5.2096  0.311
79 H -9.5837 0.9872 3.6402  0.227
80 H -9.3451 3.6412 3.0207  0.260
81 H -7.9477 3.0876 2.0775  0.370
82 H -7.8621 4.6193 2.9901  0.270
83 H -4.8174 3.0058 6.3372  0.155
84 H -6.4545 3.6990 6.1383  0.288
85 H -5.0176 4.6538 5.7235  0.283

- LUMO energy (eV) = -3.322

# 5
A molecular structure, C26H38N5O8PTi in a non-equilibrium geometry. Source: the OMol25 dataset; level of theory: ωB97M-V/def2-TZVPD.

Last column: Mulliken charge in e.
Element x y z (Å)
1 Ti 0.8863 0.7376 -0.9407  -1.163
2 C -1.1672 3.1315 1.9940  -1.860
3 C -0.7803 2.1423 0.9438  1.134
4 N 0.4328 1.5630 0.8769  1.388
5 C 1.4485 1.8274 1.8804  -0.568
6 C 2.6991 2.3133 1.1560  -1.077
7 N 2.8908 1.5401 -0.0872  0.094
8 C 3.8492 0.4204 -0.0180  -1.244
9 C 3.1565 -0.8098 0.5409  -0.158
10 N 1.9729 -1.0975 -0.2958  0.354
11 C 2.2510 -1.9744 -1.4602  -0.760
12 C 1.1563 -1.8236 -2.5406  -1.407
13 N 0.2303 -0.7910 -2.1243  1.366
14 C -0.9861 -0.6612 -2.6610  0.522
15 C -1.4643 -1.4750 -3.8164  -1.699
16 C -1.7867 0.2964 -1.9809  0.305
17 C -3.1521 0.6255 -2.1828  -1.110
18 C -3.7404 1.5233 -1.3132  -1.055
19 C -3.0410 2.0831 -0.2499  -0.914
20 C -1.6823 1.7338 -0.0785  0.096
21 N -1.1088 0.8588 -0.9450  1.050
22 H -1.1450 2.6906 2.9956  0.306
23 H -2.1708 3.5063 1.8149  0.492
24 H -0.4905 3.9898 1.9925  0.354
25 H 1.6491 0.9041 2.4336  -0.254
26 H 1.1382 2.5775 2.6084  0.778
27 H 3.5799 2.2568 1.8024  0.360
28 H 2.5451 3.3544 0.8741  0.421
29 H 3.1852 2.1687 -0.8251  0.304
30 H 4.7328 0.6741 0.5738  0.519
31 H 4.1641 0.2136 -1.0397  0.397
32 H 2.8062 -0.6296 1.5565  -0.032
33 H 3.8463 -1.6580 0.5657  0.566
34 H 1.2791 -1.5630 0.2847  -0.384
35 H 2.3185 -3.0101 -1.1211  0.488
36 H 3.2145 -1.6899 -1.8763  0.536
37 H 0.6329 -2.7719 -2.6859  0.631
38 H 1.6302 -1.5532 -3.4871  0.393
39 H -0.7691 -1.3996 -4.6556  0.323
40 H -2.4423 -1.1410 -4.1525  0.505
41 H -1.5396 -2.5347 -3.5519  0.287
42 H -3.7147 0.1786 -2.9886  0.397
43 H -4.7812 1.7886 -1.4540  0.438
44 H -3.5252 2.7767 0.4203  0.389
45 O 2.6832 4.1825 -5.7208  -0.563
46 C 2.3836 3.5302 -4.7640  0.486
47 C 1.3795 3.9311 -3.6639  -0.441
48 O 0.7946 4.9824 -3.5820  -0.610
49 C 1.3368 2.7655 -2.7779  1.187
50 C 2.1852 1.7615 -3.1987  0.642
51 O 2.2566 0.6751 -2.4857  -0.253
52 C 2.9290 2.1350 -4.4019  -0.398
53 O 3.7910 1.5217 -4.9847  -0.632
54 O 0.6556 2.5633 -1.6820  -0.390
55 C -3.3210 -3.6251 0.6252  -1.410
56 C -2.3115 -2.7381 -0.0709  0.023
57 O -1.1352 -2.5532 0.7375  -0.416
58 P -1.0109 -1.1858 1.6221  0.363
59 O -2.1217 -1.5667 2.7688  -0.350
60 C -2.4065 -0.5226 3.7157  -0.272
61 C -3.6153 0.2814 3.2853  -0.937
62 O 0.3949 -1.5825 2.3591  -0.310
63 C 0.5766 -2.8321 3.0534  -0.304
64 C 1.5842 -2.6216 4.1601  -1.307
65 H -4.1327 -3.8700 -0.0625  0.447
66 H -3.7350 -3.1265 1.5000  0.224
67 H -2.8458 -4.5513 0.9508  0.310
68 H -2.7464 -1.7633 -0.3180  0.156
69 H -1.9678 -3.1977 -0.9982  0.240
70 H -1.5332 0.1299 3.8306  0.188
71 H -2.5765 -1.0163 4.6717  0.430
72 H -3.4839 0.6424 2.2627  0.091
73 H -3.7494 1.1419 3.9444  0.378
74 H -4.5186 -0.3279 3.3252  0.350
75 H 0.9250 -3.5785 2.3373  0.204
76 H -0.3809 -3.1683 3.4510  0.376
77 H 2.5745 -2.4046 3.7561  0.286
78 H 1.6540 -3.5175 4.7786  0.417
79 H 1.2800 -1.7870 4.7930  0.291

- multiplicity = 3
- ΔE to the lowest compared entry with this formula, charge and spin (kcal/mol) = 0.6
- LUMO energy (spin up / spin down) (eV) = 0.131 / -0.818

| no. | electronic energy (eV) |
| --- | --- |
| 1 | -19472.248 |
| 2 | -18354.585 |
| 3 | -99236.335 |
| 4 | -93940.079 |
| 5 | -83816.917 |